No. 1
The following is a quantum chemistry calculation of a molecular structure, C40H26F5I2MoN5O2SSb, from OMol25.

Summary:
ΔE to the lowest compared entry with this formula, charge and spin = 3.28 kcal per mole
2S+1 = 3
HOMO-LUMO gap (spin up / spin down) = 6.6 / 7.2 eV
maximum force = 0.72 eV/A
LUMO energy (spin up / spin down) = -4.078 / -3.634 eV
total charge = +1

Last column: Löwdin charge in e.
Cartesian coordinates (Å):
Mo: -0.5320 1.1397 0.5206  1.4682
I: 4.7448 4.9091 4.5055  0.9059
C: 3.6468 3.7062 3.2068  -0.7365
C: 3.8688 2.3348 3.1898  -0.2044
C: 3.1233 1.5297 2.3422  -0.6249
I: 3.4072 -0.5295 2.2415  1.0635
C: 2.1638 2.0982 1.5086  -0.4237
O: 1.3952 1.3688 0.6998  -0.3301
C: 1.9663 3.4800 1.5115  -0.1700
C: 0.9321 4.0106 0.5665  -0.1005
N: -0.4064 3.4036 0.8191  -0.1209
C: -0.9045 3.7076 2.1776  -0.1071
C: -0.4955 2.6460 3.1608  -0.2387
C: -0.2329 2.9459 4.4861  0.0127
C: 0.1028 1.9239 5.3559  -0.0126
C: 0.1640 0.6249 4.8759  -0.0202
C: -0.1038 0.3964 3.5434  -0.1346
N: -0.4299 1.3859 2.6976  -0.0325
C: 2.7021 4.2825 2.3690  -0.1020
H: 4.6183 1.8944 3.8320  0.0881
H: 1.1970 3.7633 -0.4643  0.1391
H: 0.8560 5.0971 0.6582  0.1349
H: -1.0520 3.8004 0.1413  0.1063
H: -1.9960 3.7402 2.1386  0.1348
H: -0.5488 4.6856 2.5112  0.1373
H: -0.2788 3.9730 4.8206  0.1289
H: 0.3210 2.1397 6.3928  0.1234
H: 0.4289 -0.2037 5.5155  0.1210
H: -0.0535 -0.5974 3.1215  0.0569
H: 2.5463 5.3539 2.3774  0.1067
O: -0.4298 1.1603 -1.4640  -0.4137
N: -0.8175 1.7630 -2.5741  0.0641
C: -1.8125 1.1998 -3.1633  -0.2943
C: -2.2275 1.6988 -4.4405  -0.1529
N: -2.5744 2.0607 -5.4722  0.1976
C: -2.4937 0.0664 -2.5927  -0.1526
N: -3.0365 -0.8386 -2.1371  0.2289
S: -0.7880 -1.2311 0.6550  0.2127
Sb: 0.2734 -2.2949 -1.1340  1.4082
C: -0.8809 -3.9520 -1.6474  -0.3681
C: -0.2081 -5.0622 -2.1533  -0.1153
C: -0.9362 -6.1824 -2.5222  -0.0673
C: -2.3172 -6.1881 -2.3778  -0.0602
C: -2.9776 -5.0811 -1.8649  -0.0589
C: -2.2613 -3.9508 -1.4954  -0.1273
C: 0.7140 -1.2173 -2.8657  -0.3680
C: -0.0024 -1.5080 -4.0219  -0.1212
C: 0.2738 -0.8016 -5.1856  -0.0667
C: 1.2517 0.1812 -5.1811  -0.0553
C: 1.9665 0.4627 -4.0228  -0.0598
C: 1.7040 -0.2377 -2.8569  -0.1394
C: 2.0798 -3.0148 -0.3628  -0.3897
C: 3.2649 -2.8732 -1.0749  -0.1189
C: 4.4522 -3.3412 -0.5254  -0.0716
C: 4.4464 -3.9534 0.7175  -0.0793
C: 3.2565 -4.1098 1.4196  -0.1028
C: 2.0689 -3.6384 0.8823  -0.1674
H: 0.8716 -5.0648 -2.2520  0.1032
H: -0.4259 -7.0503 -2.9172  0.1120
H: -2.8819 -7.0653 -2.6641  0.1126
H: -4.0528 -5.0940 -1.7504  0.1137
H: -2.7741 -3.0832 -1.1034  0.0634
H: -0.7753 -2.2678 -4.0180  0.1053
H: -0.2819 -1.0130 -6.0886  0.1166
H: 1.4556 0.7380 -6.0858  0.1156
H: 2.7197 1.2388 -4.0254  0.1148
H: 2.2386 0.0076 -1.9462  0.1076
H: 3.2741 -2.4017 -2.0494  0.0967
H: 5.3786 -3.2288 -1.0718  0.1142
H: 5.3721 -4.3193 1.1411  0.1142
H: 3.2554 -4.5981 2.3846  0.1137
H: 1.1444 -3.7474 1.4385  0.1007
F: -2.9164 -0.0346 2.4240  0.0372
C: -3.4578 0.8330 1.5481  -0.2470
C: -2.6444 1.5898 0.7143  -0.1617
C: -3.3296 2.4601 -0.1201  -0.2378
F: -2.6347 3.2721 -0.9617  0.0479
C: -4.7053 2.5758 -0.1695  -0.1434
F: -5.2940 3.4322 -0.9994  0.1391
C: -5.4710 1.7800 0.6702  -0.1231
F: -6.7934 1.8674 0.6495  0.1539
C: -4.8416 0.9032 1.5389  -0.1376
F: -5.5691 0.1431 2.3524  0.1384

***

No. 2
The following is a quantum chemistry calculation of a molecular structure, C40H29Cl2N2NiO5PS, from OMol25.

Summary:
ΔE to the lowest compared entry with this formula, charge and spin = 6.91 kcal per mole
2S+1 = 3
HOMO-LUMO gap (spin up / spin down) = 7.8 / 7.8 eV
maximum force = 0.78 eV/A
LUMO energy (spin up / spin down) = 0.199 / 0.188 eV

Last column: Löwdin charge in e.
Cartesian coordinates (Å):
Ni: 0.0481 -0.4411 0.2303  0.6655
Cl: 4.6189 -1.2223 5.9209  0.6385
C: 3.3388 -0.9163 4.7747  -0.6710
C: 2.0659 -0.5480 5.2522  -0.1201
C: 1.0448 -0.3006 4.3834  -0.5728
Cl: -0.5095 0.1608 4.9926  0.7028
C: 1.2054 -0.4013 2.9590  -0.3641
O: 0.2349 -0.1454 2.1847  -0.0946
C: 2.5117 -0.7685 2.5217  -0.1220
C: 2.8373 -0.8919 1.1358  -0.1618
O: 2.0966 -0.6940 0.1678  -0.0367
C: 3.5555 -1.0247 3.4382  -0.0758
H: 1.8960 -0.4641 6.3171  0.1063
H: 3.8740 -1.1943 0.9201  0.1346
H: 4.5316 -1.3105 3.0644  0.1128
O: -2.4416 -3.4790 0.7006  -0.2774
S: -1.4095 -2.7852 -0.0158  0.6177
O: -0.0456 -2.7680 0.5120  -0.3179
N: -1.6802 -1.2544 -0.2966  -0.1686
C: -2.8405 -0.5191 -0.1572  -0.2299
C: -4.1345 -0.9456 -0.3073  -0.0092
C: -5.2081 -0.0339 -0.1908  -0.0718
C: -5.0046 1.2885 0.0753  -0.0518
C: -3.6806 1.7620 0.2560  -0.1580
C: -3.3729 3.1011 0.5907  -0.0112
C: -2.0790 3.4712 0.8033  -0.0410
C: -1.0697 2.4968 0.6812  -0.1100
N: -1.3111 1.2572 0.3488  0.0850
C: -2.6042 0.8648 0.1410  -0.1374
C: -1.2702 -3.5387 -1.6108  -0.2599
C: -2.3866 -4.1373 -2.1786  -0.0545
C: -2.2895 -4.6798 -3.4522  -0.0744
C: -1.0849 -4.6296 -4.1400  -0.0834
C: 0.0291 -4.0385 -3.5570  -0.0904
C: -0.0575 -3.4878 -2.2870  -0.0644
H: -4.3290 -1.9917 -0.5002  0.1028
H: -6.2184 -0.4025 -0.3162  0.1052
H: -5.8352 1.9767 0.1668  0.1074
H: -4.1787 3.8198 0.6869  0.1198
H: -1.8154 4.4851 1.0707  0.1081
H: -0.0347 2.7538 0.8794  0.1048
H: -3.3081 -4.1939 -1.6150  0.1087
H: -3.1518 -5.1535 -3.9029  0.1046
H: -1.0101 -5.0654 -5.1284  0.1021
H: 0.9715 -4.0137 -4.0903  0.1055
H: 0.8009 -3.0288 -1.8145  0.1130
O: 0.2629 0.1900 -1.8085  -0.3248
P: 0.8956 1.2690 -2.6237  0.8103
C: -0.1494 2.7285 -2.6580  -0.2721
C: -1.5217 2.4869 -2.7664  -0.0686
C: -2.4105 3.5461 -2.8149  -0.0717
C: -1.9360 4.8517 -2.7527  -0.0761
C: -0.5754 5.0969 -2.6391  -0.0743
C: 0.3211 4.0357 -2.5875  -0.0749
C: 2.5101 1.7765 -2.0301  -0.2686
C: 3.6773 1.4731 -2.7252  -0.0572
C: 4.9145 1.7851 -2.1755  -0.0687
C: 4.9876 2.3966 -0.9335  -0.0718
C: 3.8261 2.6969 -0.2304  -0.0645
C: 2.5931 2.3846 -0.7753  -0.0858
C: 1.0617 0.7445 -4.3311  -0.2758
C: 0.7913 -0.5862 -4.6299  -0.0508
C: 0.8933 -1.0324 -5.9413  -0.0652
C: 1.2658 -0.1522 -6.9458  -0.0750
C: 1.5278 1.1818 -6.6500  -0.0748
C: 1.4204 1.6326 -5.3448  -0.0774
H: -1.8873 1.4664 -2.7881  0.1182
H: -3.4733 3.3544 -2.8890  0.1111
H: -2.6315 5.6806 -2.7854  0.1056
H: -0.2091 6.1137 -2.5838  0.1046
H: 1.3821 4.2313 -2.4883  0.1055
H: 3.6221 0.9884 -3.6910  0.1054
H: 5.8205 1.5468 -2.7169  0.1062
H: 5.9528 2.6385 -0.5075  0.1064
H: 3.8846 3.1668 0.7423  0.1100
H: 1.6887 2.6021 -0.2182  0.0898
H: 0.4883 -1.2558 -3.8357  0.0857
H: 0.6764 -2.0671 -6.1745  0.1015
H: 1.3457 -0.5013 -7.9673  0.1051
H: 1.8082 1.8678 -7.4384  0.1052
H: 1.6097 2.6754 -5.1149  0.1126

***

No. 3
The following is a quantum chemistry calculation of a molecular structure, C40H29CsF5NO4P2S at a distorted geometry, from OMol25.

Summary:
ΔE to the lowest compared entry with this formula, charge and spin = 24.17 kcal per mole
HOMO-LUMO gap = 6.1 eV
maximum force = 2.01 eV/A
LUMO energy = 3.688 eV
total charge = -2

Last column: Löwdin charge in e.
Cartesian coordinates (Å):
Cs: 0.2129 0.0383 -0.4793  1.1416
O: 2.0543 2.3468 -4.2039  -0.0448
C: 1.4829 1.9321 -3.1805  -0.6951
O: 1.6259 0.8467 -2.5844  -0.2659
C: 0.4192 2.8796 -2.5591  -0.1947
C: 0.0603 4.0578 -3.2088  -0.0294
C: -0.8937 4.8774 -2.6322  -0.0791
C: -1.4290 4.5250 -1.4078  -0.0233
C: -1.0132 3.3391 -0.8094  -0.1885
N: -0.1268 2.5375 -1.3926  -0.0206
C: -1.5427 2.9419 0.5952  -0.6796
O: -1.9207 3.8906 1.2981  -0.0256
O: -1.5258 1.7108 0.8331  -0.2546
H: 0.5443 4.2842 -4.1493  0.1025
H: -1.2030 5.7935 -3.1264  0.0920
H: -2.1427 5.1435 -0.8801  0.1048
C: -4.5617 -2.6268 -1.6286  -0.3189
C: -3.5166 -2.6972 -2.7428  -0.3483
P: -1.7951 -2.1610 -2.2567  0.9896
C: -1.4151 -0.9487 -3.5926  -0.3883
C: -0.2611 -1.0600 -4.3679  -0.0952
C: 0.0424 -0.1181 -5.3358  -0.0817
C: -0.8011 0.9574 -5.5475  -0.0911
C: -1.9465 1.0879 -4.7744  -0.0868
C: -2.2452 0.1516 -3.7995  -0.1121
C: -0.7799 -3.5917 -2.7663  -0.3922
C: 0.1404 -4.0562 -1.8262  -0.1109
C: 0.9605 -5.1394 -2.1148  -0.0753
C: 0.8643 -5.7687 -3.3439  -0.1027
C: -0.0518 -5.3185 -4.2856  -0.1045
C: -0.8667 -4.2392 -3.9990  -0.1156
C: -5.0976 -1.2298 -1.3233  -0.3661
P: -3.8633 -0.1875 -0.4133  1.0411
C: -4.7669 1.3396 -0.1005  -0.3716
C: -5.5250 1.9249 -1.1164  -0.1087
C: -6.1029 3.1669 -0.9316  -0.1114
C: -5.9142 3.8532 0.2604  -0.1088
C: -5.1402 3.2930 1.2583  -0.0819
C: -4.5741 2.0410 1.0875  -0.0931
C: -3.8345 -1.0275 1.1941  -0.3768
C: -2.6525 -1.5546 1.6908  -0.0783
C: -2.6737 -2.3137 2.8621  -0.0590
C: -3.8587 -2.5207 3.5474  -0.0925
C: -5.0388 -1.9709 3.0705  -0.1012
C: -5.0224 -1.2382 1.8981  -0.1053
H: -4.1627 -3.0801 -0.7147  0.0996
H: -5.4140 -3.2486 -1.9271  0.0994
H: -3.8460 -2.1224 -3.6132  0.0772
H: -3.4300 -3.7366 -3.0719  0.0693
H: 0.4321 -1.8705 -4.1842  0.1055
H: 0.9743 -0.1952 -5.8787  0.1093
H: -0.5398 1.7192 -6.2694  0.1021
H: -2.5900 1.9516 -4.8910  0.1002
H: -3.1107 0.3102 -3.1652  0.0697
H: 0.2225 -3.5791 -0.8515  -0.0145
H: 1.6621 -5.4738 -1.3616  0.1000
H: 1.5046 -6.6111 -3.5771  0.0922
H: -0.1221 -5.8084 -5.2500  0.0922
H: -1.5665 -3.8784 -4.7446  0.1078
H: -6.0403 -1.2975 -0.7698  0.0748
H: -5.3206 -0.7309 -2.2737  0.0647
H: -5.6594 1.4167 -2.0657  0.0871
H: -6.6868 3.6096 -1.7305  0.0901
H: -6.3416 4.8396 0.3944  0.0899
H: -4.9382 3.8407 2.1693  0.1052
H: -3.9260 1.6350 1.8501  0.1072
H: -1.6766 -1.4092 1.2376  0.0387
H: -1.7427 -2.7532 3.2027  0.0811
H: -3.8579 -3.1098 4.4567  0.0966
H: -5.9678 -2.1177 3.6097  0.0917
H: -5.9422 -0.8068 1.5201  0.1009
F: 2.9275 -1.3538 6.5670  0.0735
C: 2.4429 -1.8836 5.4198  -0.1529
C: 2.9369 -1.4745 4.1892  -0.1514
F: 3.9111 -0.5441 4.1478  0.0894
C: 2.4370 -2.0245 3.0221  -0.2628
F: 2.9499 -1.5957 1.8612  0.0561
C: 1.4311 -2.9966 3.0081  -0.6247
S: 0.8380 -3.6942 1.5354  0.5383
C: 0.9545 -3.3800 4.2748  -0.2645
F: -0.0164 -4.3071 4.3792  0.0443
C: 1.4395 -2.8459 5.4533  -0.1539
F: 0.9480 -3.2542 6.6445  0.0786